Molecular formula: C45H42FN6OS2SbTc
Method: DFT, ωB97M-V with the def2-TZVPD basis set

The geometry in XYZ format:
```
99
Properties=species:S:1:pos:R:3:forces:R:3:lowdin_charge:R:1
Tc 12.3670 16.2049 16.0319 0.1 0.6 -0.2 1.333
N 13.2092 15.2905 20.1493 -0.2 0.4 0.1 0.034
C 12.8199 15.3691 18.8163 0.4 -0.5 1.4 -0.863
S 13.3114 16.8537 18.0605 -0.1 -0.3 -0.1 0.648
N 12.0811 14.4258 18.3462 0.0 0.5 -0.7 0.012
N 11.6859 14.6857 17.0510 -0.6 0.7 -0.4 -0.319
C 10.5552 13.8814 16.5998 0.1 -0.1 0.8 -0.543
C 9.3810 14.6238 16.0425 1.9 -0.1 -0.2 -0.209
C 8.1163 14.1353 16.3229 -0.7 0.5 -1.6 -0.030
C 7.0419 14.6282 15.5496 2.8 0.7 -0.5 -0.057
C 7.3742 15.4810 14.4800 -1.0 0.0 0.9 -0.093
C 8.6368 15.9388 14.1943 0.6 -0.1 0.6 -0.038
C 9.7002 15.5653 15.0336 -1.8 0.7 -1.2 -0.330
O 10.8864 16.1556 14.7581 -0.2 -0.9 0.6 -0.305
H 14.1749 15.3478 20.3559 1.0 0.6 -0.2 0.062
H 12.8652 14.5153 20.6497 -0.8 -1.1 0.3 0.067
H 10.2313 13.3010 17.4642 0.1 -0.2 -0.1 0.107
H 8.0201 13.2769 16.9810 -0.1 0.4 0.2 0.117
H 6.0520 14.4093 15.7603 -1.7 -0.6 0.3 0.072
H 6.5999 15.9551 13.9150 -0.7 -0.2 -0.4 0.092
H 8.7675 16.6304 13.3619 0.3 -0.2 0.3 0.060
F 17.3774 13.4321 13.6951 -0.9 0.8 0.5 0.019
C 16.3043 14.1184 14.2363 0.2 -1.6 1.0 -0.257
C 15.9290 15.3353 13.7287 0.3 0.2 -1.3 -0.027
C 14.7143 15.8895 14.1647 1.1 0.0 -0.6 -0.126
C 14.0216 15.3376 15.2309 -0.6 1.6 -0.7 -0.321
C 14.5328 14.2272 15.8210 1.5 -1.7 -0.1 -0.160
C 15.6195 13.5181 15.3311 1.4 0.3 -1.1 0.014
H 16.5366 15.7985 12.9002 -0.9 -0.6 1.0 0.139
H 14.4153 16.7424 13.5776 -0.5 0.4 0.3 0.092
H 14.1235 13.8530 16.6993 -1.0 -0.6 1.4 0.061
H 16.0249 12.5722 15.7782 -0.6 1.1 -0.5 0.136
C 7.4963 15.8628 10.5934 0.8 0.9 -1.3 -0.066
C 7.8971 16.5709 9.2760 -0.9 -0.8 0.1 -0.309
C 6.9516 16.7808 8.2802 0.7 0.5 -0.1 -0.043
C 7.3105 17.4461 7.0896 -1.7 -0.2 0.3 -0.095
C 8.5847 17.8490 6.8683 2.1 0.4 0.3 -0.092
C 9.5465 17.5745 7.8596 0.8 0.9 -0.6 -0.132
C 9.2282 16.9477 9.0231 -0.4 -0.6 1.4 -0.358
Sb 10.5591 16.8470 10.7211 -0.5 -0.7 0.3 1.573
C 12.3082 17.6689 9.9091 -0.1 0.0 0.4 -0.376
C 12.6355 18.8564 10.5623 0.9 -0.4 -1.5 -0.158
C 13.7950 19.5413 10.1991 -0.2 0.4 1.6 -0.105
C 14.6995 19.0283 9.3022 0.6 0.0 0.0 -0.084
C 14.3249 17.8553 8.6675 0.7 -0.1 -1.7 -0.063
C 13.1567 17.1517 8.9387 0.7 -0.2 0.0 -0.288
C 12.9806 15.8443 8.2111 -0.9 -0.4 0.8 -0.040
C 11.2465 14.7910 10.8025 1.1 0.4 1.2 -0.319
C 12.2431 14.5927 11.8179 -1.3 -2.4 -2.4 -0.110
C 12.9540 13.3783 11.9595 -0.3 3.2 2.1 -0.105
C 12.7515 12.3851 11.0893 0.0 -1.4 -1.9 -0.097
C 11.7565 12.5567 10.1123 0.0 -0.5 -0.1 -0.046
C 10.9542 13.7258 9.9713 0.7 -2.4 -0.3 -0.319
C 9.8716 13.6326 8.9265 -0.7 -0.9 0.1 -0.050
H 7.8911 16.4717 11.4027 -0.2 -0.1 0.3 0.011
H 8.0181 14.9129 10.5827 -0.2 -0.3 0.5 0.048
H 6.4250 15.7270 10.7125 0.0 0.0 -0.1 0.083
H 5.9276 16.4901 8.4554 -0.2 0.0 -0.1 0.104
H 6.5026 17.7146 6.4180 0.2 -0.2 -0.2 0.102
H 8.9760 18.4288 6.0242 -0.8 -0.3 0.1 0.110
H 10.5727 17.9771 7.7917 -0.5 -0.3 -0.4 0.101
H 11.9962 19.2043 11.3404 -0.3 0.5 0.4 0.048
H 14.0180 20.4180 10.7846 0.2 0.3 -0.1 0.096
H 15.7253 19.4688 9.1885 -1.3 -0.3 -0.2 0.123
H 14.8970 17.5241 7.7776 0.0 -0.1 0.9 0.121
H 13.3971 15.9132 7.2392 0.5 0.0 -1.0 0.066
H 11.9442 15.5589 8.1023 -0.5 0.3 -0.2 0.049
H 13.3765 14.9466 8.7077 0.4 0.5 0.2 0.095
H 12.3675 15.2813 12.5621 0.4 2.0 1.7 0.031
H 13.5820 13.3371 12.8591 0.1 -0.3 -0.6 0.101
H 13.4467 11.5292 11.1034 -0.9 0.1 -0.1 0.118
H 11.5914 11.6882 9.4506 -0.1 0.7 0.2 0.110
H 9.8130 12.6248 8.4137 0.3 1.2 0.7 0.103
H 9.9569 14.3924 8.1941 0.4 0.7 -1.1 0.047
H 8.8696 13.8443 9.3203 0.2 -0.3 0.2 0.056
N 10.7664 21.0773 14.3954 2.2 -0.3 1.3 0.146
C 11.8787 20.4540 14.9570 -1.3 1.1 -2.1 -0.347
C 11.8560 19.0663 14.9192 0.5 -1.1 1.1 -0.064
N 12.8676 18.3782 15.4357 -0.1 -0.6 -0.5 -0.071
C 13.9859 19.0271 15.7969 -0.7 -0.2 -0.1 -0.147
C 13.9840 20.4121 15.6601 1.7 0.2 0.7 -0.111
N 12.9613 21.1483 15.2699 -0.6 -0.4 0.2 0.141
H 10.1726 20.3992 14.0088 -1.5 0.0 -0.5 0.071
H 10.5780 22.0507 14.5447 -0.2 -0.1 -0.2 0.104
H 11.0241 18.4482 14.6014 -0.2 0.3 -0.1 0.104
H 14.7516 18.3605 16.1951 0.2 0.7 -0.1 0.088
H 14.8791 20.9992 15.8788 -0.1 -0.4 0.1 0.116
S 11.2629 12.8227 15.2917 0.5 -0.6 -0.3 0.994
C 9.9039 11.8958 14.5555 1.9 0.5 2.1 -0.525
C 9.5185 12.2581 13.3128 0.9 1.1 -0.9 -0.130
C 8.6108 11.4853 12.6941 -1.5 -2.0 -1.8 -0.086
C 8.0760 10.3010 13.2558 -0.6 1.4 1.1 -0.060
C 8.3987 10.0184 14.5971 1.2 0.3 -0.9 -0.073
C 9.4336 10.7699 15.1905 -1.1 -0.4 2.0 -0.104
H 10.0260 13.0679 12.7783 -0.4 -0.1 0.3 0.103
H 8.3727 11.7467 11.6661 -0.3 -0.1 0.1 0.103
H 7.2406 9.8009 12.7607 0.5 -0.1 0.0 0.101
H 7.9786 9.1916 15.1406 -0.2 -0.2 0.0 0.092
H 9.7536 10.6041 16.2802 -0.4 0.0 -1.9 0.131
```
Positions in Å, forces in eV/Å.

## Properties
* frontier orbital gap (spin up / spin down): 6.9 / 6.9 eV
* spin multiplicity: 4
* E_tot: -3360.94059 hartree
* relative energy (zero: lowest compared OMol25 entry of this formula, charge and spin): 45.9 kJ/mol